Entry 1:
DFT (ωB97M-V with the def2-TZVPD basis set) results for C20H16N3NaS4 as an isolated structure.

As for the largest force on an atom: 0.7 eV Å⁻¹. Its charge is 0. The value obtained for the frontier orbital gap is 0.240 hartree. For the total energy, the calculation gives -2691.03563 a.u. Its LUMO energy is -0.38 eV. As for the energy above the lowest of the compared OMol25 structures with the same formula, charge and spin: 4.87 kcal/mol.

```
44
C20H16N3NaS4 (ωB97M-V with the def2-TZVPD basis set)
Na 0.25 0.16 0.43
S 1.08 -0.55 7.99
C 0.86 -0.30 6.36
S -0.59 -0.78 5.54
C -0.01 -0.11 4.06
N 1.17 0.42 4.15
N 1.66 0.29 5.44
C 2.95 0.85 5.64
C 3.84 0.30 6.56
C 5.09 0.87 6.71
C 5.47 1.97 5.96
C 4.58 2.50 5.04
C 3.32 1.95 4.87
S -0.97 -0.17 2.62
H 3.55 -0.55 7.15
H 5.78 0.44 7.43
H 6.45 2.41 6.09
H 4.85 3.36 4.44
H 2.62 2.35 4.15
N -0.11 -0.22 -1.80
S 1.13 -0.28 -2.82
C 1.94 1.26 -2.49
C 3.26 1.41 -2.91
C 3.91 2.60 -2.67
C 3.26 3.64 -2.01
C 1.95 3.48 -1.60
C 1.27 2.29 -1.84
C 0.53 0.03 -4.47
C 1.10 -0.69 -5.52
C 0.63 -0.46 -6.81
C -0.38 0.45 -7.03
C -0.95 1.15 -5.96
C -0.49 0.94 -4.68
H -0.50 -1.16 -1.80
H 3.76 0.59 -3.41
H 4.94 2.72 -2.99
H 3.78 4.56 -1.82
H 1.44 4.28 -1.09
H 0.24 2.16 -1.54
H 1.88 -1.41 -5.33
H 1.06 -1.01 -7.63
H -0.75 0.62 -8.03
H -1.75 1.86 -6.14
H -0.93 1.45 -3.83
```


Entry 2:
DFT (ωB97M-V with the def2-TZVPD basis set) results for a 2-piece molecular cluster, C6H14O overall.

As for the largest force on an atom: 2.4 eV Å⁻¹. Its charge is -1. The value obtained for the frontier orbital gap (alpha / beta) is 0.086 / 0.218 hartree. Its expectation value of S² is 0.753. Its spin multiplicity is 2. For the total energy, the calculation gives -312.12450 a.u. Its LUMO energy (alpha / beta) is 2.90 / 2.88 eV. As for the energy above the lowest of the compared OMol25 structures with the same formula, charge and spin: 36.39 kcal/mol.

```
21
C6H14O (ωB97M-V with the def2-TZVPD basis set)
C 0.95 1.26 -0.82
C 1.36 -0.24 -0.61
C 1.32 -0.64 0.88
C 2.38 -1.45 1.27
C -0.10 -1.00 1.34
C -0.51 -0.27 2.67
H -0.11 1.47 -0.68
H 1.22 1.45 -1.88
H 1.67 1.72 -0.12
H 0.56 -0.90 -0.97
H 2.28 -0.33 -1.18
H 3.15 -1.88 0.61
H 2.60 -1.73 2.30
H -0.19 -2.10 1.53
H -0.81 -0.79 0.51
H -0.86 -0.99 3.44
H -1.35 0.33 2.31
H 0.30 0.26 3.16
H -5.29 1.58 -4.63
H -3.90 1.95 -4.34
O -4.67 2.28 -4.81
```


Entry 3:
DFT (ωB97M-V with the def2-TZVPD basis set) results for BaH20O10 as an isolated structure.

As for the largest force on an atom: 3.5 eV Å⁻¹. Its charge is +2. The value obtained for the frontier orbital gap is 0.448 hartree. For the total energy, the calculation gives -789.51159 a.u. Its LUMO energy is -6.05 eV. As for the energy above the lowest of the compared OMol25 structures with the same formula, charge and spin: 10.70 kcal/mol.

```
31
BaH20O10 (ωB97M-V with the def2-TZVPD basis set)
Ba -14.92 -9.73 9.33
O -14.16 -12.10 10.45
H -14.57 -12.47 11.17
H -13.26 -11.98 10.80
O -12.26 -10.41 8.41
H -12.19 -11.35 8.60
H -12.46 -10.40 7.48
O -13.73 -8.03 7.37
H -13.69 -8.25 6.46
H -12.99 -7.46 7.57
O -14.94 -12.04 7.52
H -14.58 -12.85 7.85
H -14.39 -11.94 6.74
O -17.58 -8.56 9.52
H -18.39 -9.05 9.32
H -17.87 -7.82 10.00
O -16.39 -9.29 7.00
H -17.05 -8.60 6.99
H -16.55 -9.84 6.26
O -15.07 -7.02 9.75
H -14.46 -6.29 9.80
H -15.72 -6.76 10.39
O -12.96 -9.12 11.20
H -13.20 -8.31 11.68
H -12.21 -9.46 11.72
O -16.97 -11.63 9.56
H -16.62 -12.25 10.20
H -17.08 -12.07 8.73
O -15.74 -9.37 11.88
H -16.53 -9.64 12.33
H -15.39 -8.65 12.38
```


Entry 4:
DFT (ωB97M-V with the def2-TZVPD basis set) results for a 4-piece molecular cluster, C8H16Br8 overall.

As for the largest force on an atom: 1.7 eV Å⁻¹. Its charge is +1. The value obtained for the frontier orbital gap (alpha / beta) is 0.304 / 0.073 hartree. Its expectation value of S² is 0.757. Its spin multiplicity is 2. For the total energy, the calculation gives -20906.14968 a.u. Its LUMO energy (alpha / beta) is -3.72 / -10.00 eV. As for the energy above the lowest of the compared OMol25 structures with the same formula, charge and spin: 5.30 kcal/mol.

```
32
C8H16Br8 (ωB97M-V with the def2-TZVPD basis set)
Br -1.60 2.52 -1.56
C -2.17 3.66 -3.15
C -3.01 4.82 -2.65
Br -1.83 6.37 -2.33
H -2.67 2.99 -3.85
H -1.26 3.99 -3.66
H -3.68 4.67 -1.80
H -3.63 5.15 -3.49
Br -3.48 -2.11 -2.86
C -3.29 -1.14 -1.14
C -2.53 -1.91 -0.12
Br -3.49 -3.48 0.40
H -4.33 -0.98 -0.86
H -2.76 -0.21 -1.36
H -2.33 -1.33 0.79
H -1.61 -2.21 -0.61
Br 6.64 -3.86 3.70
C 5.00 -3.66 2.58
C 3.80 -3.18 3.46
Br 2.22 -2.80 2.30
H 4.92 -4.65 2.12
H 5.38 -3.00 1.81
H 4.09 -2.31 4.05
H 3.59 -3.96 4.18
Br -0.74 0.75 2.11
C 0.64 0.23 0.77
C 1.39 1.45 0.30
Br 2.75 0.76 -1.01
H 0.16 -0.19 -0.11
H 1.24 -0.58 1.18
H 1.91 2.09 1.01
H 0.67 2.09 -0.20
```


Entry 5:
DFT (ωB97M-V with the def2-TZVPD basis set) results for a 3-piece molecular cluster, C39H80BN5O7P overall.

As for the largest force on an atom: 5.0 eV Å⁻¹. Its charge is +1. The value obtained for the frontier orbital gap is 0.279 hartree. For the total energy, the calculation gives -2700.01773 a.u. Its LUMO energy is -2.13 eV.

```
133
C39H80BN5O7P (ωB97M-V with the def2-TZVPD basis set)
C 3.93 -6.83 -0.83
C 3.69 -5.57 0.14
P 3.10 -3.99 -0.79
C 2.02 -4.67 -2.18
C 4.62 -3.02 -1.46
B 5.22 -3.93 -2.70
C 6.43 -5.03 -2.52
O 4.67 -3.85 -4.06
N 5.62 -3.00 -0.34
C 6.86 -2.24 -0.68
C 6.63 -0.87 -1.48
C 7.13 -0.94 -3.03
C 8.39 0.05 -3.21
C 9.71 -0.06 -2.26
N 8.43 1.01 -4.12
N 5.17 -0.46 -1.40
C 4.82 0.09 -0.04
C 4.41 1.66 -0.13
C 4.62 2.43 1.29
C 4.87 4.01 1.00
O 4.29 4.45 -0.25
C 5.29 4.88 -1.20
C 4.24 -1.51 -1.93
C 2.67 -1.16 -1.72
O 2.47 0.20 -2.21
C 1.12 0.63 -2.02
C 0.21 0.31 -0.82
C -1.26 0.81 -0.63
C -2.04 0.35 0.70
C -1.85 1.72 -1.72
C -0.96 2.11 -2.95
C 0.51 1.57 -3.13
C 1.38 2.02 -4.42
C 0.51 2.81 -5.53
C 2.45 3.12 -3.84
H 4.03 -6.57 -1.94
H 3.01 -7.53 -0.76
H 4.82 -7.46 -0.48
H 2.79 -5.86 0.81
H 4.55 -5.36 0.86
H 1.29 -5.42 -1.69
H 2.56 -5.25 -3.00
H 1.36 -3.89 -2.71
H 6.38 -5.86 -3.32
H 6.32 -5.52 -1.48
H 7.47 -4.56 -2.59
H 4.81 -4.77 -4.41
H 5.90 -3.93 -0.04
H 7.35 -1.96 0.32
H 7.64 -2.85 -1.26
H 7.31 -0.08 -0.98
H 7.53 -2.00 -3.24
H 6.26 -0.66 -3.74
H 10.56 -0.59 -2.80
H 9.41 -0.57 -1.27
H 10.06 1.01 -2.00
H 7.55 0.99 -4.66
H 5.09 0.35 -2.06
H 4.08 -0.54 0.56
H 5.80 0.08 0.57
H 5.16 2.14 -0.85
H 3.32 1.82 -0.42
H 5.55 2.00 1.79
H 3.68 2.28 1.96
H 5.99 4.26 1.07
H 4.36 4.58 1.87
H 6.09 5.57 -0.77
H 4.74 5.40 -2.07
H 5.84 3.99 -1.68
H 4.38 -1.52 -3.08
H 2.09 -1.85 -2.41
H 2.41 -1.24 -0.61
H 0.63 -0.35 0.03
H -2.11 1.18 1.49
H -3.04 -0.16 0.49
H -1.37 -0.47 1.18
H -2.92 2.15 -1.64
H -1.45 2.82 -3.71
H 1.92 1.13 -4.92
H 1.12 3.22 -6.40
H -0.32 2.15 -5.97
H -0.02 3.72 -5.06
H 2.18 4.15 -4.29
H 2.32 3.23 -2.70
H 3.52 2.86 -4.15
C -2.25 1.64 4.51
O -3.27 2.10 3.65
C -4.43 1.25 3.66
C -5.63 2.01 4.22
N -5.47 2.24 5.66
C -6.46 3.16 6.22
C -6.41 4.62 5.75
O -5.24 5.32 6.17
C -4.14 5.21 5.28
H -1.38 2.29 4.40
H -2.57 1.68 5.56
H -1.95 0.62 4.25
H -4.25 0.32 4.20
H -4.63 0.99 2.61
H -6.54 1.43 4.05
H -5.71 2.96 3.68
H -4.54 2.63 5.83
H -6.32 3.15 7.30
H -7.46 2.76 6.03
H -7.25 5.14 6.23
H -6.57 4.73 4.67
H -4.45 5.12 4.24
H -3.51 4.36 5.56
H -3.54 6.11 5.38
C -6.78 -3.22 0.30
O -7.91 -2.73 -0.40
C -9.13 -3.35 0.01
C -10.05 -2.31 0.65
N -9.52 -1.87 1.95
C -10.22 -0.71 2.51
C -10.08 0.62 1.75
O -8.76 1.15 1.77
C -7.93 0.70 0.71
H -5.89 -2.76 -0.13
H -6.83 -2.95 1.36
H -6.69 -4.31 0.19
H -8.96 -4.19 0.69
H -9.62 -3.74 -0.89
H -11.04 -2.74 0.80
H -10.13 -1.46 -0.04
H -8.54 -1.63 1.84
H -9.82 -0.57 3.52
H -11.28 -0.95 2.62
H -10.70 1.35 2.28
H -10.47 0.57 0.73
H -8.49 0.50 -0.21
H -7.37 -0.18 1.02
H -7.20 1.49 0.49
```


Entry 6:
DFT (ωB97M-V with the def2-TZVPD basis set) results for a 2-piece molecular cluster, C4H10 overall.

As for the largest force on an atom: 1.1 eV Å⁻¹. Its charge is +1. The value obtained for the frontier orbital gap (alpha / beta) is 0.344 / 0.216 hartree. Its expectation value of S² is 0.753. Its spin multiplicity is 2. For the total energy, the calculation gives -158.00521 a.u. Its LUMO energy (alpha / beta) is -5.69 / -9.17 eV. As for the energy above the lowest of the compared OMol25 structures with the same formula, charge and spin: 4.52 kcal/mol.

```
14
C4H10 (ωB97M-V with the def2-TZVPD basis set)
C -2.93 2.82 -0.15
H -3.85 3.07 0.36
H -2.99 2.68 -1.23
H -2.59 1.81 0.09
H -2.25 3.61 0.18
C 0.90 -0.79 -0.24
C 1.41 -2.12 0.09
C 2.74 -2.25 0.46
H -0.03 -0.83 -0.81
H 0.78 -0.40 0.80
H 1.56 -0.11 -0.78
H 0.72 -2.96 0.07
H 3.27 -3.19 0.46
H 3.26 -1.33 0.71
```


Entry 7:
DFT (ωB97M-V with the def2-TZVPD basis set) results for a 11-piece molecular cluster, C44H116N6O17 overall.

As for the largest force on an atom: 3.4 eV Å⁻¹. Its charge is 0. The value obtained for the frontier orbital gap is 0.319 hartree. As for the SMILES: COCCNCCOC.COCCNCCOC.COCCNCCOC.COCCNCCOC.COCCNCCOC.COCCNCCOC.CCO.CCO.CCO.CO.CO. For the total energy, the calculation gives -3353.22429 a.u. Its LUMO energy is 0.57 eV. As for the energy above the lowest of the compared OMol25 structures with the same formula, charge and spin: 31.48 kcal/mol.

```
183
C44H116N6O17 (ωB97M-V with the def2-TZVPD basis set)
C -5.82 6.16 -2.32
O -4.86 5.54 -1.48
C -5.25 4.33 -0.84
C -4.19 4.05 0.17
N -2.81 4.04 -0.29
C -1.79 3.58 0.62
C -1.02 4.63 1.37
O -1.83 5.22 2.37
C -1.53 6.54 2.68
H -6.62 6.56 -1.66
H -6.19 5.42 -3.06
H -5.22 6.88 -2.88
H -5.36 3.44 -1.53
H -6.16 4.39 -0.32
H -4.40 3.14 0.74
H -4.26 4.93 0.84
H -2.52 5.00 -0.51
H -1.06 2.93 0.09
H -2.27 2.88 1.32
H -0.60 5.44 0.73
H -0.21 4.13 1.85
H -1.76 7.18 1.80
H -0.42 6.68 2.88
H -2.02 6.79 3.61
C -3.40 4.29 -4.49
O -2.28 3.46 -4.60
C -2.09 2.87 -3.32
C -1.05 1.78 -3.38
N -1.60 0.55 -3.92
C -2.05 0.60 -5.37
C -0.84 0.58 -6.26
O -0.01 -0.53 -5.95
C -0.58 -1.75 -6.29
H -3.15 5.03 -3.73
H -4.34 3.81 -4.09
H -3.66 4.71 -5.47
H -2.99 2.48 -2.88
H -1.73 3.65 -2.62
H -0.64 1.81 -2.36
H -0.28 2.17 -4.08
H -0.86 -0.13 -3.93
H -2.67 1.46 -5.51
H -2.68 -0.28 -5.55
H -0.17 1.44 -6.19
H -1.21 0.73 -7.26
H 0.20 -2.49 -6.22
H -0.97 -1.72 -7.34
H -1.32 -2.06 -5.54
C 6.79 0.12 -0.95
O 6.57 -0.89 0.00
C 6.77 -0.44 1.38
C 6.39 -1.61 2.26
N 4.98 -1.81 2.05
C 4.33 -2.82 2.86
C 2.93 -2.98 2.36
O 2.98 -3.67 1.15
C 1.73 -3.64 0.45
H 7.80 0.51 -0.78
H 6.09 0.88 -0.86
H 6.78 -0.41 -1.93
H 6.23 0.51 1.53
H 7.90 -0.18 1.37
H 6.46 -1.32 3.30
H 7.05 -2.50 2.18
H 4.83 -2.08 1.09
H 4.30 -2.51 3.91
H 4.75 -3.82 2.81
H 2.66 -1.89 2.26
H 2.31 -3.49 3.08
H 1.85 -4.24 -0.48
H 1.37 -2.65 0.25
H 0.99 -4.24 1.03
C 1.52 6.79 -1.32
O 1.95 5.56 -0.86
C 1.34 4.55 -1.67
C 2.18 3.28 -1.47
N 2.30 2.78 -0.13
C 2.89 1.46 0.02
C 2.65 1.03 1.49
O 3.19 2.07 2.24
C 3.05 1.82 3.62
H 0.51 6.69 -1.65
H 2.14 7.11 -2.18
H 1.59 7.49 -0.55
H 1.21 4.77 -2.73
H 0.35 4.40 -1.28
H 3.14 3.47 -1.96
H 1.68 2.50 -2.09
H 2.75 3.40 0.53
H 3.95 1.34 -0.25
H 2.37 0.72 -0.61
H 3.15 0.08 1.76
H 1.59 0.95 1.74
H 3.31 0.79 3.82
H 1.97 1.97 3.82
H 3.72 2.54 4.11
C 2.37 -6.12 7.03
O 1.82 -4.79 6.76
C 0.66 -4.60 7.54
C 0.14 -3.18 7.37
N -0.20 -2.81 6.04
C -1.39 -3.43 5.46
C -1.57 -3.02 3.98
O -2.43 -3.91 3.26
C -3.81 -3.92 3.52
H 2.45 -6.30 8.10
H 3.30 -6.13 6.51
H 1.84 -6.88 6.47
H 0.95 -4.71 8.64
H -0.12 -5.32 7.35
H 0.93 -2.55 7.72
H -0.72 -2.97 8.07
H 0.63 -2.99 5.47
H -2.21 -3.19 6.04
H -1.26 -4.48 5.49
H -0.65 -3.11 3.38
H -2.09 -2.02 3.96
H -4.32 -4.25 2.63
H -4.15 -2.86 3.70
H -4.01 -4.52 4.35
C -1.10 -3.19 -3.00
O 0.04 -2.67 -3.68
C 1.18 -2.80 -2.85
C 2.34 -2.21 -3.54
N 2.01 -0.80 -3.76
C 3.13 -0.06 -4.35
C 2.75 1.31 -4.86
O 3.98 1.98 -5.20
C 3.84 3.40 -5.32
H -0.98 -4.28 -2.68
H -1.96 -3.01 -3.70
H -1.32 -2.66 -2.12
H 1.38 -3.85 -2.53
H 0.95 -2.30 -1.86
H 2.48 -2.75 -4.43
H 3.17 -2.27 -2.85
H 1.25 -0.67 -4.40
H 3.50 -0.62 -5.24
H 3.92 0.08 -3.58
H 2.18 1.78 -4.08
H 2.08 1.36 -5.73
H 3.61 3.84 -4.33
H 3.03 3.75 -5.98
H 4.74 3.74 -5.70
C -0.63 0.60 4.70
C -1.35 1.43 3.75
O -2.24 0.74 2.83
H 0.06 -0.11 4.31
H -1.31 0.12 5.40
H -0.04 1.33 5.34
H -0.67 2.08 3.13
H -1.97 2.10 4.31
H -1.72 0.35 2.14
C -1.34 -8.01 1.87
C -1.64 -6.93 0.78
O -1.61 -5.60 1.40
H -1.26 -9.07 1.43
H -2.11 -7.81 2.66
H -0.33 -7.82 2.25
H -2.63 -7.05 0.26
H -0.80 -6.91 0.07
H -2.13 -5.49 2.24
C -4.47 0.75 -1.12
C -4.51 0.02 -2.45
O -3.60 -0.99 -2.51
H -5.26 1.56 -1.10
H -3.54 1.24 -1.02
H -4.67 0.16 -0.23
H -4.26 0.76 -3.18
H -5.52 -0.35 -2.61
H -2.72 -0.52 -2.85
C -0.69 0.04 -0.35
O -0.65 -0.63 0.87
H -0.44 -0.70 -1.10
H -1.64 0.40 -0.63
H 0.01 0.90 -0.33
H -0.86 -1.56 0.77
C -3.09 -2.97 0.05
O -1.68 -3.04 0.35
H -3.26 -2.12 -0.54
H -3.34 -3.87 -0.46
H -3.66 -2.84 0.99
H -1.58 -3.84 0.94
```


Entry 8:
DFT (ωB97M-V with the def2-TZVPD basis set) results for one molecule with the formula C5H6N2O2.

As for the largest force on an atom: 5.3 eV Å⁻¹. Its charge is 0. The value obtained for the frontier orbital gap is 0.318 hartree. As for the SMILES: C/C(C=O)=C1\NN=CO1. For the total energy, the calculation gives -454.01975 a.u. Its LUMO energy is 0.75 eV. As for the energy above the lowest of the compared OMol25 structures with the same formula, charge and spin: 71.81 kcal/mol.

```
15
C5H6N2O2 (ωB97M-V with the def2-TZVPD basis set)
C 1.36 1.86 -0.05
C 1.09 0.44 -0.22
C 2.11 -0.56 0.00
O 1.84 -1.71 0.21
C -0.23 0.05 -0.09
N -1.22 0.93 0.20
N -2.42 0.46 0.14
C -2.12 -0.83 -0.12
O -0.81 -1.09 -0.11
H 1.09 2.24 0.99
H 2.47 2.11 -0.14
H 1.05 2.60 -0.84
H 3.23 -0.29 -0.09
H -0.92 1.88 0.18
H -2.92 -1.60 -0.39
```


Entry 9:
DFT (ωB97M-V with the def2-TZVPD basis set) results for one molecule with the formula C5H9NO2.

As for the largest force on an atom: 4.7 eV Å⁻¹. Its charge is 0. The value obtained for the frontier orbital gap is 0.357 hartree. As for the SMILES: [H]/N=C1/CC[C@@H](O)OC1. For the total energy, the calculation gives -401.05071 a.u. Its LUMO energy is 0.63 eV. As for the energy above the lowest of the compared OMol25 structures with the same formula, charge and spin: 79.10 kcal/mol.

```
17
C5H9NO2 (ωB97M-V with the def2-TZVPD basis set)
H 1.98 -0.05 -1.72
N 1.88 0.52 -0.87
C 0.99 0.09 -0.06
C 0.49 1.12 1.03
C -0.95 1.15 0.66
C -1.20 -0.32 -0.43
O -0.97 -0.24 -1.79
O -0.77 -1.47 0.25
C 0.65 -1.36 0.29
H 1.02 2.05 0.86
H 0.67 0.71 2.02
H -1.23 1.97 0.00
H -1.63 0.92 1.47
H -2.29 -0.32 -0.33
H -0.73 -1.09 -2.18
H 1.09 -2.02 -0.47
H 1.00 -1.66 1.28
```